Run A
{"formula": "C2H10O2S2", "method": "ωB97M-V with the def2-TZVPD basis set", "species": ["C", "S", "S", "C", "H", "H", "H", "H", "H", "H", "H", "H", "O", "H", "H", "O"], "coordinates": [[1.257, 0.763, 1.066], [1.064, 2.361, 0.371], [-1.269, -0.733, -1.056], [-1.708, 0.956, -1.338], [2.323, 0.436, 0.831], [0.495, 0.114, 0.498], [1.039, 0.626, 2.148], [-2.516, 1.274, -0.657], [-1.946, 1.044, -2.400], [-0.798, 1.557, -1.067], [2.661, -1.387, -1.690], [1.236, -1.494, -1.068], [2.072, -1.957, -1.189], [-1.836, -1.244, 2.461], [-1.092, -1.117, 1.062], [-0.982, -1.199, 2.029]], "homo_ev": -9.04, "lumo_ev": -4.040, "homo_lumo_gap_ev": 5.00}

---

Run B
{"formula": "C2H10O2S2", "method": "ωB97M-V with the def2-TZVPD basis set", "species": ["C", "C", "S", "S", "H", "H", "H", "H", "H", "H", "H", "H", "O", "H", "H", "O"], "coordinates": [[-0.603, -0.781, 0.151], [0.857, -0.943, 0.538], [1.827, 0.527, 0.122], [3.754, -0.246, 0.419], [-0.709, -0.430, -0.871], [-1.113, -0.061, 0.785], [-1.109, -1.740, 0.296], [1.289, -1.802, 0.015], [0.983, -1.147, 1.589], [3.576, -1.229, -0.476], [-0.641, 2.200, 3.466], [-0.439, 3.681, 3.100], [-0.260, 2.781, 2.800], [-2.755, -0.703, -4.558], [-1.893, -0.096, -3.487], [-2.764, -0.010, -3.889]], "smiles": "CCSS.O.O", "homo_ev": -8.55, "lumo_ev": 0.534, "homo_lumo_gap_ev": 9.09}

---

Ordering by calculated energy gives the sequence run B, run A, with the first entry being the most stable.

---

Run A
{"formula": "C2H4I2O", "method": "ωB97M-V with the def2-TZVPD basis set", "species": ["C", "C", "O", "I", "I", "H", "H", "H", "H"], "coordinates": [[0.090, -0.006, -1.582], [-0.716, 0.223, -0.618], [0.798, -0.017, 1.991], [-1.838, -1.420, 0.284], [-1.321, 2.026, 0.207], [0.536, 0.969, -1.925], [0.500, -0.774, 2.374], [0.371, -0.881, -2.054], [1.580, -0.121, 1.323]], "homo_ev": -9.24, "lumo_ev": -0.019, "homo_lumo_gap_ev": 9.22}

---

Run B
{"formula": "C2H4I2O", "method": "ωB97M-V with the def2-TZVPD basis set", "species": ["C", "C", "O", "I", "I", "H", "H", "H", "H"], "coordinates": [[0.360, -0.284, -0.152], [0.267, -0.208, 1.320], [-0.752, 0.423, 1.834], [1.928, -0.082, 2.553], [-0.739, -2.675, 1.741], [-0.555, -0.661, -0.630], [0.479, 0.623, -0.656], [1.428, -0.795, -0.368], [-1.358, 0.601, 1.122]], "homo_ev": [-8.56, -8.56], "lumo_ev": [-0.964, -0.964], "homo_lumo_gap_ev": [7.60, 7.60]}

---

Run C
{"formula": "C2H4I2O", "method": "ωB97M-V with the def2-TZVPD basis set", "species": ["C", "C", "O", "I", "I", "H", "H", "H", "H"], "coordinates": [[-0.115, 1.073, 1.006], [1.054, -1.150, 1.191], [0.806, 0.112, 0.512], [1.474, -0.925, 3.439], [2.542, -2.338, 0.264], [-0.107, 1.876, 0.234], [0.264, 1.331, 2.067], [-1.042, 0.595, 1.048], [0.049, -1.705, 1.252]], "homo_ev": -9.36, "lumo_ev": -0.472, "homo_lumo_gap_ev": 8.89}

---

Ordering by calculated energy gives the sequence run C, run B, run A, with the first entry being the most stable.

---

Run A
{"formula": "CH2NOS3", "method": "ωB97M-V with the def2-TZVPD basis set", "species": ["C", "N", "O", "S", "S", "S", "H", "H"], "coordinates": [[-1.631, 0.254, 1.136], [0.652, -1.053, -0.542], [0.133, -0.315, -1.656], [1.896, -0.335, 0.249], [-0.775, 0.610, 2.406], [-2.632, 0.324, -0.079], [1.256, 0.039, 1.417], [-0.801, -0.165, -1.425]], "homo_ev": [-2.44, -2.43], "lumo_ev": [3.050, 3.049], "charge": -1, "homo_lumo_gap_ev": [5.49, 5.47]}

---

Run B
{"formula": "CH2NOS3", "method": "ωB97M-V with the def2-TZVPD basis set", "species": ["C", "N", "O", "S", "S", "S", "H", "H"], "coordinates": [[-3.844, -0.096, -0.546], [0.201, 1.099, -0.516], [-3.347, 0.554, -1.395], [-4.853, -1.079, 0.173], [-2.090, 0.571, 1.444], [-1.102, 2.043, 0.523], [1.075, 0.908, -0.148], [-0.338, 0.255, -0.630]], "homo_ev": -2.72, "lumo_ev": 3.183, "charge": -1, "homo_lumo_gap_ev": 5.90}

---

Ordering by calculated energy gives the sequence run B, run A, with the first entry being the most stable.

---

Run A
{"formula": "C22H32N2O4", "method": "ωB97M-V with the def2-TZVPD basis set", "species": ["C", "C", "O", "C", "C", "C", "C", "C", "C", "O", "C", "C", "H", "H", "H", "H", "H", "H", "C", "O", "N", "H", "C", "C", "O", "N", "C", "H", "C", "C", "C", "C", "C", "C", "C", "C", "H", "H", "H", "H", "H", "H", "H", "H", "H", "H", "H", "H", "H", "H", "H", "H", "H", "H", "H", "H", "H", "H", "H", "H"], "coordinates": [[-7.553, -0.420, 0.386], [-7.148, -0.656, -1.065], [-6.268, 0.343, -1.551], [-5.042, 0.546, -0.994], [-4.559, 1.846, -1.122], [-3.318, 2.210, -0.648], [-2.512, 1.265, -0.026], [-2.980, -0.039, 0.110], [-4.224, -0.422, -0.371], [-4.698, -1.708, -0.303], [-4.014, -2.682, 0.459], [-4.193, -2.495, 1.963], [-3.670, -3.286, 2.493], [-5.249, -2.539, 2.218], [-3.800, -1.534, 2.287], [-4.471, -3.626, 0.147], [-2.952, -2.714, 0.190], [-2.361, -0.765, 0.609], [-1.189, 1.703, 0.493], [-0.935, 2.867, 0.752], [-0.277, 0.720, 0.682], [-0.382, -0.206, 0.282], [1.071, 1.012, 1.090], [1.934, -0.199, 0.745], [1.425, -1.183, 0.232], [3.239, -0.137, 1.059], [3.946, 1.006, 1.589], [3.251, 1.789, 1.881], [4.941, 1.533, 0.552], [5.910, 0.424, 0.140], [6.898, 0.896, -0.927], [7.845, -0.235, -1.316], [7.059, -1.443, -1.818], [6.066, -1.915, -0.760], [5.118, -0.782, -0.374], [4.117, -1.232, 0.693], [3.494, -2.047, 0.320], [4.651, -1.571, 1.588], [4.553, -0.477, -1.262], [5.492, -2.764, -1.138], [6.611, -2.249, 0.127], [7.745, -2.254, -2.070], [6.517, -1.170, -2.726], [8.533, 0.108, -2.090], [8.439, -0.526, -0.446], [7.468, 1.748, -0.550], [6.346, 1.227, -1.809], [6.479, 0.113, 1.025], [5.488, 2.378, 0.971], [4.393, 1.884, -0.325], [4.494, 0.681, 2.483], [1.423, 1.913, 0.574], [1.102, 1.201, 2.171], [-2.960, 3.223, -0.741], [-5.201, 2.564, -1.609], [-8.021, -0.568, -1.718], [-6.715, -1.653, -1.183], [-7.971, 0.578, 0.500], [-6.689, -0.510, 1.040], [-8.297, -1.153, 0.683]], "smiles": "CCOc1ccc(C(=O)NCC(=O)N2CC[C@@H]3CCCC[C@H]3C2)cc1OCC", "homo_ev": -8.10, "lumo_ev": 0.773, "homo_lumo_gap_ev": 8.87}

---

Run B
{"formula": "C22H32N2O4", "method": "ωB97M-V with the def2-TZVPD basis set", "species": ["C", "H", "O", "C", "H", "C", "O", "N", "C", "H", "C", "H", "H", "C", "C", "C", "H", "H", "H", "H", "O", "C", "C", "C", "C", "C", "C", "H", "H", "C", "O", "N", "C", "C", "C", "C", "H", "H", "C", "C", "H", "H", "C", "H", "H", "H", "H", "H", "H", "H", "H", "H", "H", "H", "H", "H", "H", "H", "H", "H"], "coordinates": [[7.376, -1.469, -1.347], [6.598, -0.865, -1.826], [7.451, -1.215, 0.036], [7.749, 0.130, 0.335], [8.651, 0.456, -0.202], [6.639, 1.125, -0.031], [6.881, 2.077, -0.750], [5.417, 0.914, 0.501], [5.016, -0.189, 1.343], [5.869, -0.823, 1.573], [3.938, -1.021, 0.647], [3.610, -1.828, 1.302], [4.344, -1.466, -0.262], [2.745, -0.140, 0.271], [3.234, 1.029, -0.591], [4.325, 1.799, 0.150], [4.732, 2.594, -0.478], [3.917, 2.239, 1.067], [2.409, 1.698, -0.838], [3.634, 0.627, -1.524], [1.832, -0.965, -0.431], [0.543, -0.568, -0.613], [-0.046, 0.570, -0.072], [-1.379, 0.846, -0.325], [-2.153, -0.005, -1.099], [-1.559, -1.138, -1.649], [-0.232, -1.417, -1.408], [0.239, -2.291, -1.829], [-2.141, -1.799, -2.275], [-3.566, 0.372, -1.428], [-3.802, 1.315, -2.163], [-4.551, -0.372, -0.874], [-4.321, -1.537, -0.053], [-5.171, -1.607, 1.220], [-5.057, -0.383, 2.132], [-6.077, 0.730, 1.868], [-7.064, 0.290, 1.706], [-6.141, 1.326, 2.782], [-5.737, 1.680, 0.715], [-6.349, 1.330, -0.642], [-7.438, 1.345, -0.571], [-6.043, 2.108, -1.342], [-5.918, -0.028, -1.216], [-6.003, 0.019, -2.307], [-6.566, -0.825, -0.856], [-4.654, 1.751, 0.610], [-6.098, 2.679, 0.971], [-5.205, -0.723, 3.161], [-4.047, 0.026, 2.069], [-4.826, -2.490, 1.763], [-6.221, -1.777, 0.976], [-4.516, -2.444, -0.645], [-3.268, -1.543, 0.233], [-1.822, 1.741, 0.086], [0.516, 1.256, 0.541], [2.280, 0.241, 1.193], [4.613, 0.222, 2.278], [7.944, 0.174, 1.410], [7.138, -2.525, -1.454], [8.333, -1.256, -1.838]], "smiles": "COCC(=O)N1CCC(Oc2ccc(C(=O)N3CCCCCCC3)cc2)CC1", "homo_ev": -8.56, "lumo_ev": 0.671, "homo_lumo_gap_ev": 9.23}

---

Ordering by calculated energy gives the sequence run A, run B, with the first entry being the most stable.